# C28H60BClFN3NbO10S

A molecular structure, C28H60BClFN3NbO10S (ωB97M-V/def2-TZVPD, the Open Molecules 2025 dataset).

Last column: Mulliken charge in e.
Atoms and positions in Å:
Nb -2.4478 -5.7384 -4.5654  -0.264
Cl -2.7303 -6.3048 -2.1165  -0.483
S -2.1382 -5.1671 -6.9872  -0.439
F -0.5192 -6.5895 -4.6173  -0.754
O 2.6822 1.6283 5.8124  -0.355
O -1.2071 2.4409 7.9447  -0.332
O 2.1382 -0.3107 -1.0238  -0.355
O -4.6842 -8.1304 -5.2593  -0.432
O -2.3601 -8.9554 -5.0068  -0.334
O -2.0735 6.3212 -3.3194  -0.450
O -7.8335 -4.7084 -4.1560  -0.453
O 1.4048 3.7449 -2.0615  -0.091
O -6.8353 -2.7613 -3.2805  -0.553
O 3.8231 -0.1873 3.1547  -0.050
N 4.8582 0.4659 0.4038  -0.299
N 0.6816 6.6538 -1.7880  -0.334
N -0.2507 0.4307 5.9171  -0.304
C 0.9971 -0.1609 5.4233  -0.649
C 1.7313 4.5772 -0.9476  -0.784
C 2.2300 3.9619 -3.1942  -0.970
C 2.8377 0.9239 -1.1233  0.403
C -1.4892 -1.3220 -2.7162  -0.680
C -6.7243 -3.9713 -3.5769  0.218
C 4.4081 -1.4790 3.1687  -1.012
C -5.3366 -4.7675 -3.3181  -0.102
C 2.0346 2.5951 6.6250  -0.584
C -2.2183 -2.5822 -3.2209  -0.089
C -0.4966 7.5253 -1.8178  -0.697
C -1.6376 1.0804 7.8597  -0.788
C 0.8988 -2.3602 -3.4049  -0.401
C -1.8728 6.8696 -2.0222  -0.464
C 0.0758 -1.2020 -2.8091  -0.172
C -4.4912 -4.7531 -4.6850  -1.106
C 0.6580 5.6465 -0.7282  -0.263
C -1.9881 -9.3222 -3.6323  -0.592
C -1.4203 -3.7922 -3.8392  0.820
C 4.3589 0.8061 -0.9320  -1.090
C -1.5108 5.0309 -3.5126  -0.468
C 1.8659 -0.7334 0.3033  -0.740
C 2.3135 0.2795 6.0837  -0.395
C 4.7473 0.8571 2.8445  -1.088
C -1.7933 3.2857 6.9681  -0.705
C 4.4876 1.4226 1.4458  0.121
C -0.5164 0.1809 7.3328  -0.168
C 0.1272 -3.6306 -3.9177  -0.115
B -3.2797 -7.8351 -5.0067  0.832
H -0.8011 -0.8660 7.4655  0.368
H -8.4229 -4.8664 -3.3797  0.332
H -3.3566 -2.7049 -3.1437  0.085
H 2.3827 1.6817 -0.4775  -0.087
H -1.5790 4.3187 7.2431  0.231
H -4.9475 -8.8052 -4.5830  0.281
H 2.6858 -1.3480 0.6771  0.177
H -0.5171 8.1141 -0.8935  0.392
H 5.7869 0.5380 2.9644  0.425
H 3.1086 -0.3331 5.6478  0.144
H 1.6701 0.1063 0.9753  0.300
H 4.6206 -1.8265 2.1546  0.363
H -1.8689 0.7680 8.8825  0.390
H -0.3093 5.1335 -0.6869  0.165
H -1.2386 -8.5820 -3.1753  0.210
H 4.5630 1.6543 3.5710  0.339
H -0.2071 1.4306 5.7583  0.089
H -5.0924 -5.3566 -5.4712  0.524
H -0.4875 5.1188 -3.8792  0.115
H 0.8262 6.1347 0.2352  0.409
H -2.1154 6.1345 -1.2477  0.345
H 2.6712 1.2710 -2.1483  0.162
H 0.7503 6.1898 -2.6864  0.085
H 0.9771 -1.3678 0.2790  0.410
H 2.7282 5.0186 -1.0398  0.460
H 3.4237 1.6801 1.3908  0.043
H -3.0384 -4.1598 -7.3752  0.079
H -1.5490 4.4207 -2.6070  0.268
H 3.6932 -2.1684 3.6190  0.257
H -1.3645 3.1023 5.9797  0.295
H -2.6215 7.6625 -1.9222  0.356
H 5.0676 2.3398 1.3138  0.399
H -0.3387 8.2322 -2.6370  0.372
H 3.2900 3.9591 -2.9209  0.353
H 4.7208 0.0252 -1.6064  0.394
H -2.9272 -9.2982 -2.9622  0.248
H 2.6829 3.4720 6.6883  0.313
H -4.7792 -4.2975 -2.4463  0.319
H 2.0535 3.1504 -3.9005  0.247
H 0.3715 0.3738 7.9456  0.155
H 2.0447 -2.3365 -3.4754  0.274
H 1.0582 0.0866 4.3602  0.297
H 1.8514 2.2307 7.6389  0.295
H -5.6280 -5.8655 -3.1280  0.284
H 1.7417 3.9241 -0.0695  0.255
H -2.8792 3.1557 6.9297  0.335
H 0.9142 -1.2518 5.4884  0.406
H -4.4391 -3.6814 -5.1194  0.438
H 4.4977 -0.4491 0.6487  0.130
H 1.9791 4.9031 -3.6902  0.375
H -1.4716 -10.3406 -3.6433  0.202
H -2.5521 0.9728 7.2693  0.406
H -2.0858 4.5247 -4.2906  0.354
H 1.1055 2.9191 6.1548  0.160
H 0.5730 -0.2524 -2.4400  0.243
H -2.0189 -0.4251 -2.2602  0.283
H 4.8314 1.7424 -1.2519  0.404
H 0.7936 -4.4547 -4.3480  0.270
H 2.3412 0.0779 7.1601  0.398
H 5.3263 -1.4936 3.7645  0.394

Forces on atoms 1 to 2 (eV/Å):
Nb 1.877 -0.273 2.589
Cl -0.084 0.006 -0.446

Summary:
- Lowest unoccupied orbital energy: -0.46 eV
- Charge: -1
- HOMO-LUMO gap: 0.099 Eh
- Electronic energy: -83246.955 eV

=====

# H4N2

A single H4N2 molecule (ωB97M-V/def2-TZVPD, the Open Molecules 2025 dataset).

Last column: Mulliken charge in e.
Atoms and positions in Å:
N 0.6747 -0.0139 0.1716  -0.483
N -0.7094 -0.0332 -0.1629  -0.451
H -0.7581 1.0089 0.1658  0.251
H 1.1894 -0.7102 -0.5075  0.229
H 0.9920 0.7121 -0.2568  0.207
H -1.1807 -0.6807 0.5377  0.247

Forces on atoms 1 to 2 (eV/Å):
N 1.411 -8.403 1.031
N -1.135 2.140 1.402

Summary:
- Lowest unoccupied orbital energy: 1.29 eV
- Structure (SMILES): NN
- HOMO-LUMO gap: 0.364 Eh
- Electronic energy: -3042.748 eV

=====

# C5H25NO7

7 unconnected molecules or ions with the total composition C5H25NO7 (ωB97M-V/def2-TZVPD, the Open Molecules 2025 dataset).

Last column: Mulliken charge in e.
Atoms and positions in Å:
O -2.0710 1.0578 1.9545  -0.672
O 0.2434 2.1778 3.5195  -0.721
O -1.1856 3.3898 -0.1515  -0.647
O 2.3468 2.6902 0.9228  -0.637
O 1.4332 -0.2551 2.8479  -0.599
O 1.1441 -3.1568 0.0694  -0.533
O 2.2218 1.3427 -1.6934  -0.627
N 0.0545 -0.4697 -0.0972  -0.236
C -1.4802 -1.2006 -1.8227  0.823
C 0.2763 -2.7772 -1.0026  -0.714
C -0.6567 -1.6477 -0.5913  -0.148
C -2.3256 -2.3653 -2.3660  -1.715
C -0.7301 -0.4996 -2.9567  -1.479
H 2.7758 1.9993 0.4012  0.361
H 0.1890 -0.9853 -3.2555  0.267
H -0.4510 2.8235 -0.4117  0.304
H -0.5167 0.5247 -2.6368  0.353
H 0.7190 -0.8419 0.5798  0.257
H -2.7327 0.5508 2.4309  0.249
H -2.1511 -0.4450 -1.4017  0.280
H -0.6192 2.1098 3.0915  0.387
H -1.3565 -2.0252 0.1520  0.370
H -3.2995 -2.0176 -2.7269  0.417
H -1.6246 0.4441 1.3510  0.368
H 1.7476 2.2091 1.4978  0.266
H 1.8277 2.2179 -1.6113  0.332
H -1.3950 -0.3750 -3.8114  0.442
H -1.6445 2.9012 0.5396  0.329
H 1.1765 -4.1089 0.1428  0.326
H -1.8623 -2.8595 -3.2212  0.359
H 1.1380 -0.9187 3.4796  0.285
H 0.5894 -0.0516 -0.8151  -0.010
H 0.9363 -2.3805 -1.7746  0.093
H 0.9583 0.5281 3.2058  0.366
H 2.7606 1.3994 -2.4903  0.272
H -2.5823 -3.0855 -1.5887  0.435
H -0.3338 -3.6228 -1.3159  0.514
H 0.7842 2.7038 2.9230  0.285

Forces on atoms 1 to 2 (eV/Å):
O 0.103 0.229 -0.030
O 0.139 -0.025 0.037

Summary:
- Lowest unoccupied orbital energy: 0.37 eV
- Structure (SMILES): CC(C)[C@H](N)CO.O.O.O.O.O.O
- HOMO-LUMO gap: 0.364 Eh
- Electronic energy: -21413.542 eV

=====

# C23H40CaIN6OS2Si

A molecular structure, C23H40CaIN6OS2Si (ωB97M-V/def2-TZVPD, the Open Molecules 2025 dataset).

Last column: Mulliken charge in e.
Atoms and positions in Å:
I -4.0035 0.8925 -3.7243  -0.246
Ca -1.7422 -0.0407 -0.4786  1.873
S -3.0085 0.3999 2.1285  -0.488
S 2.0010 0.0519 -3.6090  -0.518
Si -2.4050 1.5122 5.2091  0.207
O -0.4049 1.8014 -1.1089  -0.478
N 0.1650 -1.6482 -1.2570  0.535
N -2.5753 -1.9301 -2.0225  0.010
N -1.7972 -2.3736 0.6746  0.115
N 2.2015 0.9885 -1.1321  -0.597
N 4.1938 0.9727 -2.2998  -0.182
N -0.3991 0.3588 1.7530  0.147
C -3.4174 0.0090 5.6785  -0.987
C -0.5817 -3.1718 0.5599  -1.023
C 0.5786 -2.3924 -0.0709  -0.605
C 5.1261 0.8153 -3.3320  0.608
C -0.1913 -2.4923 -2.4008  -0.805
C 2.8186 0.6996 -2.2499  0.270
C -1.0641 1.1165 3.9504  0.425
C 5.1434 -0.2842 -4.1904  -0.220
C -2.9928 -3.1534 -1.3443  -0.894
C 1.2717 1.0359 3.3216  -1.324
C -3.0270 -2.9707 0.1726  -0.800
C -1.5371 2.0713 6.7876  -1.131
C -3.7810 1.0765 -1.5318  -1.493
C 6.1391 -0.3947 -5.1472  -0.579
C -1.5147 -2.0672 -3.0228  -0.728
C -3.4793 2.9456 4.6556  -1.014
C 7.1360 1.6434 -4.3966  -0.523
C 6.1354 1.7722 -3.4467  -0.603
C -1.3704 0.6342 2.6470  -0.390
C 0.8750 0.5670 2.0887  -0.253
C 7.1414 0.5599 -5.2614  -0.469
C -0.6368 2.5552 -2.2986  -0.653
C 0.2733 1.3049 4.2569  0.172
H -0.2545 -3.5510 1.5349  0.479
H -2.7775 -0.7807 6.0792  0.324
H 2.8416 1.3603 -0.4321  0.047
H 6.1249 2.6331 -2.7868  0.296
H -2.8556 3.8187 4.4484  0.329
H 4.4932 1.6219 -1.5892  0.227
H -4.1299 0.2881 6.4608  0.315
H 0.5572 1.6740 5.2367  0.322
H -0.2358 2.0335 -3.1702  0.185
H -3.3621 -1.4491 -2.4459  0.063
H -0.9341 2.9690 6.6362  0.297
H 1.3961 -3.0989 -0.2840  0.420
H 1.6013 0.3486 1.3114  0.247
H 2.3199 1.1892 3.5388  0.402
H -0.1623 3.5381 -2.2247  0.263
H 7.9147 0.4587 -6.0120  0.360
H -4.7554 0.6984 -1.1953  0.349
H -3.8575 2.1639 -1.4147  0.435
H -1.7113 2.6794 -2.4193  0.187
H -4.0215 2.6927 3.7459  0.293
H 0.9007 -0.9977 -1.5346  -0.355
H -2.3064 -3.9622 -1.6079  0.295
H -1.7821 -2.7675 -3.8278  0.383
H 0.5850 -2.4416 -3.1676  0.476
H -3.2624 -3.9359 0.6488  0.388
H 6.1309 -1.2515 -5.8099  0.343
H -0.8023 -4.0580 -0.0405  0.318
H 4.3683 -1.0288 -4.1062  0.405
H -3.9687 -0.3890 4.8286  0.276
H 7.9054 2.4027 -4.4658  0.334
H -3.8337 -2.2790 0.4332  0.302
H -0.8882 1.2885 7.1886  0.297
H -1.9492 -1.9940 1.6023  0.299
H 0.9574 -1.6708 0.6517  0.133
H -0.2436 -3.5343 -2.0721  0.303
H 0.5613 1.5111 -1.1198  0.320
H -4.1904 3.2245 5.4377  0.324
H -2.2848 2.2997 7.5514  0.284
H -3.9812 -3.4842 -1.6810  0.467
H -1.3782 -1.0849 -3.4860  0.212

Forces on atoms 1 to 2 (eV/Å):
I -0.069 0.000 -0.058
Ca 0.025 0.058 0.216

Summary:
- Lowest unoccupied orbital energy: 2.54 eV
- Charge: -1
- HOMO-LUMO gap: 0.262 Eh
- Electronic energy: -91582.418 eV

=====

# C25H22N4O4PdS

A molecular structure, C25H22N4O4PdS (ωB97M-V/def2-TZVPD, the Open Molecules 2025 dataset).

Last column: Mulliken charge in e.
Atoms and positions in Å:
Pd -0.1186 -1.1710 -0.2879  0.009
S 1.1347 1.9992 -0.8192  0.118
O 0.2428 0.7648 -0.9625  -0.257
O 1.0632 -4.6544 0.6801  -0.499
O -2.0034 -2.1060 -3.6857  -0.645
O -0.3611 -3.0036 0.2344  -0.326
N 1.3581 -1.2074 1.2122  0.649
N -1.5397 -1.4669 -1.5580  0.517
N -1.6909 -0.5095 0.8432  0.720
N 1.0083 -1.8219 -1.8499  0.524
C -3.9596 0.3296 2.1333  -0.341
C 1.9786 -0.2339 1.8821  -0.247
C 0.9068 4.1037 0.8723  -0.553
C -1.1877 3.0964 0.1570  -0.465
C 0.2675 -2.1536 -2.9175  0.766
C -1.2138 -1.9058 -2.7979  -0.118
C -1.8813 4.0348 0.9033  -0.616
C 0.7713 -3.5055 0.7734  0.050
C 1.0049 2.7492 -2.4316  -1.065
C -1.1905 5.0055 1.6216  -0.523
C -2.8913 -0.7120 0.2643  0.443
C 0.1968 5.0431 1.6071  -0.619
C -1.5939 0.1066 2.0298  -0.190
C 1.5922 -2.4902 1.5314  0.858
C 2.9658 -2.5650 -2.9376  -0.930
C 0.2005 3.1503 0.1507  0.706
C -2.7096 0.5416 2.7049  -0.965
C 2.3304 -2.0114 -1.8426  -0.335
C -4.0481 -0.2965 0.9038  -1.048
C 3.1296 -1.8469 3.2201  -0.493
C 2.2108 -2.9272 -4.0455  -0.354
C -2.8996 -1.4064 -1.0625  -0.846
C 2.4790 -2.8551 2.5210  -0.777
C 2.8720 -0.5209 2.8988  -0.888
C 0.8404 -2.7105 -4.0392  -0.756
H -0.0430 2.9481 -2.6486  0.353
H 3.8246 -2.0916 4.0121  0.466
H -0.6007 0.2367 2.4354  0.499
H -3.5351 -0.8864 -1.7831  0.562
H -1.7395 5.7400 2.1953  0.437
H 3.3554 0.2874 3.4287  0.496
H 1.9905 4.1199 0.8592  0.462
H -2.9631 4.0208 0.9148  0.471
H -1.7082 2.3396 -0.4175  0.403
H 0.1980 -2.9648 -4.8719  0.579
H 1.7557 0.7861 1.5973  0.408
H 2.6883 -3.3759 -4.9061  0.466
H 1.5817 3.6739 -2.4044  0.441
H -4.8566 0.6524 2.6447  0.465
H 2.6341 -3.9047 2.7308  0.586
H -5.0045 -0.4695 0.4294  0.568
H -2.6000 1.0313 3.6615  0.507
H 4.0354 -2.7157 -2.9115  0.471
H 0.7270 5.8004 2.1680  0.432
H 2.8701 -1.7151 -0.9536  0.637
H 1.4379 2.0580 -3.1522  0.433
H -3.3124 -2.4138 -0.9355  0.357

Forces on atoms 1 to 2 (eV/Å):
Pd 0.104 0.300 -0.027
S 0.231 0.040 0.184

Summary:
- Lowest unoccupied orbital energy: -7.76 eV
- Charge: +2
- HOMO-LUMO gap: 0.273 Eh
- Electronic energy: -54732.312 eV

=====

# C8H22CuF3N8O6

A molecular structure, C8H22CuF3N8O6 (ωB97M-V/def2-TZVPD, the Open Molecules 2025 dataset).

Last column: Mulliken charge in e.
Atoms and positions in Å:
Cu -14.9807 -7.4207 1.2947  1.267
F -16.6534 -7.7639 -3.7541  -0.267
F -18.4147 -8.1796 -2.6910  -0.251
F -16.9988 -9.7005 -2.8699  -0.283
O -12.9574 -7.5401 2.2218  -0.668
O -15.9369 -6.8739 3.4914  -0.657
O -16.8240 -7.0179 -0.4841  -1.026
O -14.2698 -4.8408 0.7355  -0.648
O -15.8280 -9.7127 2.0071  -0.491
O -15.1423 -8.3566 -0.9808  -0.291
N -16.2809 -9.7926 4.2367  -0.260
N -17.8805 -6.4742 4.4876  -0.424
N -16.8572 -11.4057 3.0260  -0.471
N -17.8526 -7.1104 2.4080  -0.157
N -12.4506 -9.0582 3.8773  -0.497
N -11.2652 -8.8798 2.0956  -0.293
N -13.5711 -3.9290 -1.1911  -0.364
N -14.9202 -2.7668 0.0704  -0.428
C -14.2099 -7.7305 -1.8153  -0.313
C -16.5567 -8.2053 -1.2569  0.046
C -17.1665 -8.4049 -2.7131  0.732
C -17.1855 -6.8258 3.4503  0.573
C -16.2348 -10.2744 3.0048  0.504
C -12.2634 -8.4776 2.7083  0.514
C -14.3704 -3.9434 -0.1354  0.674
C -12.7741 -7.9638 -1.1498  -0.967
H -16.5394 -10.4799 4.9303  0.110
H -15.9628 -8.8917 4.5642  0.214
H -10.9807 -8.4568 1.2236  0.272
H -12.0731 -9.9924 3.9470  0.210
H -16.8841 -11.8943 2.1424  0.255
H -18.8464 -7.2624 2.5051  0.206
H -14.9622 -2.1726 -0.7452  0.138
H -10.6289 -9.5896 2.4293  0.148
H -13.3761 -8.8758 4.2383  0.246
H -16.9430 -9.0252 -0.6514  0.093
H -15.2230 -2.6117 1.0214  0.259
H -17.4944 -7.2035 1.4683  0.032
H -12.0778 -7.4409 -1.8055  0.398
H -18.7366 -5.9610 4.3334  0.165
H -13.7487 -3.1662 -1.8289  0.112
H -14.3652 -8.1784 -2.7968  0.409
H -14.3077 -6.6652 -2.0247  0.118
H -12.9109 -4.6543 -1.4326  0.212
H -12.6968 -7.4595 -0.1866  0.112
H -17.4783 -6.3294 5.4026  0.263
H -12.5727 -9.0072 -0.9073  0.361
H -17.1814 -11.8653 3.8649  0.111

Forces on atoms 1 to 2 (eV/Å):
Cu -0.310 0.176 -0.289
F 0.666 0.452 -0.563

Summary:
- Lowest unoccupied orbital energy: 0.42 eV
- HOMO-LUMO gap: 0.252 Eh
- Electronic energy: -85651.073 eV